{"formula": "C23H29N3O4S", "method": "ωB97M-V with the def2-TZVPD basis set", "max_force_ev_per_a": 1.23, "homo_ev": -7.7823, "relative_energy_kcal_mol": 82.8, "spin_multiplicity": 1, "homo_lumo_gap_ev": 8.311, "smiles": "COc1cc(/C=N/NC(=O)c2csc3c2CCCC3)ccc1OCCN1CCOCC1", "energy_ev": -47815.6291, "e_lumo_ha": 0.019, "elements": ["H", "C", "H", "O", "C", "C", "C", "C", "C", "H", "H", "H", "H", "N", "C", "O", "C", "C", "C", "H", "H", "S", "O", "H", "H", "C", "H", "C", "C", "C", "H", "H", "H", "C", "H", "H", "C", "H", "H", "N", "H", "H", "H", "H", "H", "C", "C", "C", "C", "H", "H", "C", "C", "H", "C", "H", "O", "H", "N", "H"], "coordinates": [[-0.674, 0.361, -1.181], [2.719, 0.926, -2.250], [-2.682, -2.081, 5.747], [3.136, 0.741, -3.552], [2.472, 2.314, -0.300], [-1.687, -0.980, 1.862], [-3.272, -4.631, 4.592], [-2.085, -4.135, 5.413], [2.191, 0.199, -4.452], [0.266, 1.693, 3.992], [0.526, 3.429, -3.416], [2.036, -1.081, -2.003], [1.809, -0.765, -4.102], [0.252, 1.366, -3.494], [1.028, 1.170, -4.702], [-1.947, 1.867, -1.776], [1.690, 0.051, -0.241], [-0.957, 0.062, 4.035], [-2.445, -3.115, 2.837], [-2.237, -5.228, 2.790], [2.747, 0.040, -5.380], [-2.395, -2.414, 1.247], [3.528, 3.268, -2.116], [-1.046, 2.930, -4.109], [-1.392, 3.797, -1.826], [-0.287, 2.704, -3.339], [-2.282, -0.116, -1.816], [1.823, 1.293, 0.385], [-1.946, -2.269, 3.775], [-0.808, 0.388, -3.327], [-1.183, -4.661, 5.092], [1.232, -0.762, 0.300], [-0.144, 2.677, -1.192], [-0.925, 2.819, -1.954], [0.418, 0.787, -5.536], [-0.391, -0.617, -3.405], [2.142, -0.117, -1.528], [-3.483, -5.677, 4.820], [-3.880, -4.656, 2.507], [0.473, 0.684, 2.220], [1.449, 2.132, -5.007], [2.613, 3.281, 0.159], [-1.480, -0.173, 1.190], [-1.587, 0.510, -4.102], [4.749, 4.174, -3.407], [1.279, 1.525, 1.704], [-1.895, -2.631, 5.225], [-2.978, -4.482, 3.098], [4.204, 3.231, -3.352], [-2.243, -4.354, 6.471], [-0.947, -2.304, 5.655], [-1.497, -1.032, 3.213], [2.929, 2.156, -1.605], [1.560, 2.453, 2.215], [-1.438, 0.564, -1.945], [3.509, 3.168, -4.193], [-1.271, 0.270, 5.191], [4.905, 2.397, -3.405], [-0.046, 0.895, 3.430], [-4.156, -4.043, 4.847]], "forces_ev_per_a": [[-0.1, 0.0, -0.1], [0.2, 0.2, 0.3], [0.1, 0.0, 0.1], [0.1, 0.1, 0.5], [-0.1, -0.3, 0.1], [-0.2, -0.3, -0.1], [0.2, -0.2, -0.1], [-0.2, 0.1, 0.0], [-0.5, 0.2, -0.4], [-0.1, -0.3, -0.1], [0.0, 0.0, 0.0], [0.0, -0.1, -0.1], [0.1, 0.0, 0.0], [-0.2, 0.1, -0.2], [0.3, -0.3, 0.1], [-0.2, 0.0, 0.0], [0.1, 0.1, 0.0], [0.1, 0.1, -0.1], [0.1, 0.2, -0.4], [-0.1, 0.0, 0.0], [-0.1, -0.1, 0.1], [0.1, 0.1, 0.6], [-0.3, 0.0, 0.2], [0.0, 0.0, 0.0], [0.1, 0.0, 0.0], [-0.2, 0.0, 0.3], [0.1, 0.0, 0.0], [0.4, -0.1, -0.8], [-0.1, 0.0, -0.1], [-0.1, 0.1, 0.3], [0.1, -0.1, 0.0], [-0.1, -0.1, 0.0], [-0.1, 0.1, -0.1], [0.2, 0.3, -0.2], [0.0, 0.1, 0.0], [0.0, -0.1, 0.0], [0.2, 0.1, 0.0], [-0.1, 0.0, 0.0], [0.0, -0.1, 0.0], [0.4, -0.1, -0.7], [0.0, 0.0, 0.0], [0.0, 0.1, 0.1], [0.1, 0.1, -0.1], [0.1, -0.1, 0.0], [0.0, -0.1, 0.0], [-0.4, 0.2, 0.8], [0.0, -0.2, 0.2], [-0.1, -0.2, 0.1], [0.3, 0.1, -0.3], [0.1, 0.0, 0.0], [-0.1, 0.0, 0.1], [-0.2, -0.2, -0.4], [0.0, -0.3, -0.1], [-0.1, 0.0, 0.0], [0.1, -0.3, -0.2], [0.1, 0.0, 0.0], [0.0, 0.0, 0.0], [0.0, 0.1, 0.0], [0.3, 1.0, 0.7], [-0.1, 0.0, 0.0]], "mulliken_charge": [-0.580, 1.182, 0.303, -0.545, -0.893, -0.505, -0.735, -0.891, -0.642, 0.277, 0.494, 0.447, 0.259, 0.708, -0.961, -0.480, -1.110, 0.134, 0.366, 0.304, 0.430, -0.336, -0.452, 0.352, 0.389, -0.969, 0.467, 0.822, 0.330, -1.111, 0.332, 0.517, -0.081, -0.163, 0.385, 0.432, -0.297, 0.329, 0.379, 0.031, 0.420, 0.392, 0.958, 0.324, 0.298, -0.515, -0.392, -0.521, -0.692, 0.354, 0.376, -0.618, 0.042, 0.389, 0.497, 0.169, -0.659, 0.291, -0.353, 0.324]}

=====

{"formula": "C23H29N3O5", "method": "ωB97M-V with the def2-TZVPD basis set", "max_force_ev_per_a": 0.54, "homo_ev": -7.6852, "relative_energy_kcal_mol": 42.3, "spin_multiplicity": 1, "homo_lumo_gap_ev": 8.454, "smiles": "CCOc1ccccc1N1CCN(C(=O)CNC(=O)c2ccc(OC)c(OC)c2)CC1", "energy_ev": -39029.1073, "e_lumo_ha": 0.028, "elements": ["C", "H", "C", "H", "H", "H", "O", "H", "C", "C", "H", "C", "C", "C", "H", "H", "C", "C", "C", "C", "O", "H", "C", "H", "O", "C", "H", "H", "O", "H", "C", "C", "H", "C", "H", "H", "H", "H", "C", "C", "C", "H", "O", "H", "H", "H", "N", "H", "H", "C", "C", "H", "H", "C", "H", "N", "H", "H", "C", "N"], "coordinates": [[1.020, 1.641, 0.153], [0.857, 1.559, -0.927], [8.796, -0.923, -2.020], [8.898, -0.189, 2.499], [-2.236, -1.415, -0.152], [9.099, -1.010, -3.064], [0.543, -0.099, 1.714], [-8.607, 1.593, 0.355], [-5.310, 1.834, -0.328], [-2.692, 0.958, -1.172], [-3.213, 1.604, -1.879], [-6.620, 2.234, -0.121], [3.333, 1.317, -0.521], [7.168, -0.384, 0.399], [-8.012, -0.767, 0.453], [9.429, -0.188, -1.519], [-4.931, 0.496, -0.261], [-7.585, 1.296, 0.177], [-5.940, -0.462, 0.003], [8.815, -1.139, 1.962], [7.450, -0.510, -2.066], [-7.761, -1.990, -1.608], [6.759, -0.194, -0.936], [-4.577, 2.593, -0.549], [8.395, -0.952, 0.634], [6.311, 0.011, 1.421], [6.614, -0.111, 2.449], [2.455, 0.603, 1.212], [3.125, 1.845, -1.600], [-7.249, -2.697, 0.770], [-2.177, 0.031, 1.448], [-7.203, -2.898, -1.394], [-1.159, 2.415, -0.685], [4.649, 0.730, -0.148], [-7.885, -3.744, -1.401], [8.909, -1.892, -1.528], [-2.878, 0.639, 2.030], [-6.459, -3.036, -2.175], [-1.885, 1.798, -0.161], [5.068, 0.558, 1.164], [5.509, 0.364, -1.174], [-5.937, -3.716, 0.150], [-5.546, -1.777, 0.018], [4.451, 0.864, 1.994], [-1.611, -0.617, 2.117], [-6.874, 3.281, -0.184], [-1.237, 0.909, 0.775], [5.203, 0.513, -2.198], [-1.987, 0.335, -1.735], [-7.240, -0.045, 0.236], [-2.945, -0.795, 0.407], [9.801, -1.598, 1.890], [0.854, 2.685, 0.452], [0.085, 0.729, 0.942], [-3.660, -1.445, 0.904], [2.376, 1.252, 0.438], [8.144, -1.811, 2.508], [-2.561, 2.450, 0.404], [-6.513, -2.805, -0.037], [-3.629, 0.069, -0.532]], "forces_ev_per_a": [[0.2, 0.0, -0.1], [-0.1, 0.1, 0.2], [0.5, -0.2, -0.1], [0.0, 0.0, 0.0], [0.0, 0.0, 0.1], [0.0, 0.0, 0.1], [0.2, -0.2, 0.1], [-0.1, 0.0, 0.0], [0.1, -0.1, 0.0], [0.1, 0.3, 0.0], [0.0, 0.0, 0.0], [-0.1, 0.0, 0.0], [-0.2, 0.1, 0.2], [0.1, 0.0, 0.0], [0.0, -0.1, 0.0], [0.0, -0.1, 0.0], [-0.2, -0.1, 0.0], [0.0, 0.1, 0.0], [0.0, 0.0, 0.1], [0.1, 0.0, 0.2], [-0.3, 0.0, 0.1], [-0.1, 0.0, -0.1], [-0.2, 0.1, 0.0], [0.1, 0.0, 0.0], [-0.4, 0.1, -0.4], [0.2, -0.1, 0.1], [0.1, 0.0, 0.1], [0.1, 0.0, -0.2], [0.1, 0.0, -0.3], [0.1, 0.0, 0.0], [0.0, -0.5, 0.1], [0.2, 0.2, 0.3], [0.0, 0.0, 0.0], [0.4, -0.1, 0.0], [-0.1, -0.1, 0.0], [0.0, 0.1, -0.1], [0.0, 0.0, 0.0], [0.0, 0.0, -0.1], [-0.1, 0.0, -0.4], [-0.1, 0.0, -0.2], [0.1, 0.0, 0.1], [-0.1, 0.1, 0.0], [0.1, 0.5, -0.1], [-0.1, 0.0, 0.1], [-0.1, 0.1, 0.0], [0.0, 0.1, 0.0], [-0.3, 0.0, 0.1], [0.0, 0.0, -0.1], [0.0, 0.1, 0.0], [0.0, -0.2, 0.1], [0.1, 0.0, 0.5], [-0.1, 0.0, 0.1], [-0.1, -0.1, -0.2], [0.2, 0.3, -0.1], [0.1, 0.0, 0.0], [-0.2, -0.2, 0.3], [0.0, 0.0, 0.0], [0.1, 0.0, -0.1], [-0.3, -0.3, -0.1], [0.0, -0.2, -0.3]], "mulliken_charge": [-1.068, 0.443, -0.729, 0.360, 0.334, 0.290, -0.735, 0.388, -0.361, -1.210, 0.555, -1.098, 0.325, 1.429, 0.315, 0.285, 1.044, -0.863, 0.619, -0.958, -0.451, 0.356, 0.514, 0.307, -0.448, -0.427, 0.388, 0.300, -0.691, 0.364, -1.085, -1.096, 0.488, 0.308, 0.392, 0.243, 0.300, 0.311, -0.560, -1.224, -0.873, 0.374, -0.442, 0.430, 0.447, 0.380, 0.112, 0.471, 0.389, -0.476, -0.602, 0.257, 0.252, 1.158, 0.379, -0.078, 0.358, 0.222, -0.528, 0.119]}